(1)
# C2H5NO2S3

A 2-piece molecular cluster, C2H5NO2S3 overall (ωB97M-V/def2-TZVPD, the OMol25 dataset).

Summary:
- LUMO energy (eV) = 0.320
- highest occupied orbital energy (eV) = -8.982
- HOMO-LUMO gap (eV) = 9.3
- relative energy (zero: lowest compared OMol25 entry of this formula, charge and spin) (kcal/mol) = 0.0

```
13
C2H5NO2S3, DFT ωB97M-V/def2-TZVPD
H -1.496 1.411 1.041
S -0.841 -0.473 0.064
O -2.379 -0.618 0.668
O -0.847 -0.716 -1.345
C 2.585 -0.071 -0.305
S 3.174 1.346 -0.030
C -0.681 1.223 0.399
H 1.765 -1.819 -0.869
S 0.275 -1.575 1.167
H 0.332 1.431 0.669
H -0.971 1.713 -0.448
N 1.985 -0.890 -0.907
H -2.903 -0.964 -0.105
```

***

(2)
# C5H12NO3S

C5H12NO3S as an isolated structure (ωB97M-V/def2-TZVPD, the OMol25 dataset).

Summary:
- LUMO energy (eV) = -5.400
- highest occupied orbital energy (eV) = -12.770
- HOMO-LUMO gap (eV) = 7.4
- relative energy (zero: lowest compared OMol25 entry of this formula, charge and spin) (kcal/mol) = 20.3
- net charge = +1

```
22
C5H12NO3S, DFT ωB97M-V/def2-TZVPD
N -0.249 0.174 -0.220
H 0.226 0.881 -2.201
H 0.197 -1.334 -1.578
O 2.400 -1.498 -0.093
O 1.953 0.749 1.383
H -1.555 -0.430 1.324
S 2.659 0.638 0.147
H -0.734 1.149 1.536
H -0.943 -1.728 -0.254
H -2.290 1.531 -0.898
O 1.810 1.179 -1.038
C -1.238 0.538 0.752
H -3.310 0.801 0.360
H 3.090 -2.020 0.298
C 0.313 1.181 -1.128
H 0.728 -1.658 1.368
C -2.430 1.358 0.126
H -2.504 2.356 0.838
H 1.026 -2.928 0.317
H -0.170 2.226 -0.943
C -0.017 -1.253 -0.484
C 1.040 -1.913 0.387
```

***

(3)
# C9H16INNiO

C9H16INNiO as an isolated structure (ωB97M-V/def2-TZVPD, the OMol25 dataset).

Summary:
- spin multiplicity = 3
- LUMO energy (spin up / spin down) (eV) = 0.517 / -0.394
- highest occupied orbital energy (spin up / spin down) (eV) = -6.279 / -7.600
- HOMO-LUMO gap (spin up / spin down) (eV) = 6.8 / 7.2
- relative energy (zero: lowest compared OMol25 entry of this formula, charge and spin) (kcal/mol) = 14.1

```
29
C9H16INNiO, DFT ωB97M-V/def2-TZVPD
C 2.020 -0.052 -0.574
C -0.078 -2.426 -2.596
H -2.663 -1.005 2.822
H 0.413 -2.568 -3.551
H -0.593 -1.436 -2.509
H 2.976 -0.397 -1.009
H 1.132 -2.120 -0.457
O 1.457 2.686 0.873
C -0.691 1.660 0.937
H 2.067 1.039 -0.466
H 1.976 -3.181 -1.685
H 1.916 -0.457 0.447
H -1.088 -1.583 0.986
C -1.240 -0.540 1.276
C -2.291 1.135 2.652
H -0.867 -3.143 -2.427
C -1.565 2.092 1.949
H 0.286 2.469 -0.788
H 0.476 -3.672 -0.824
H -1.631 3.164 2.127
I 0.517 0.918 -2.840
H -2.965 1.439 3.452
C -2.126 -0.210 2.312
N -0.549 0.388 0.600
C 0.163 2.702 0.285
H 1.510 3.420 1.504
H -0.320 3.681 0.422
C 1.024 -2.864 -1.276
Ni 0.735 -1.139 -1.641
```

***

(4)
# C42H44Cl3N5O2PPdSi

C42H44Cl3N5O2PPdSi as an isolated structure (ωB97M-V/def2-TZVPD, the OMol25 dataset).

Summary:
- LUMO energy (eV) = -10.341
- highest occupied orbital energy (eV) = -15.606
- HOMO-LUMO gap (eV) = 5.3
- relative energy (zero: lowest compared OMol25 entry of this formula, charge and spin) (kcal/mol) = 103.8
- net charge = +3

```
99
C42H44Cl3N5O2PPdSi, DFT ωB97M-V/def2-TZVPD
H -1.285 -5.373 2.253
C 1.835 3.031 1.595
H 1.238 5.138 1.903
H -2.697 -6.047 0.363
H 1.404 -3.479 4.402
H 0.662 -3.227 -1.518
C 3.477 -3.454 1.050
H 3.170 2.025 -5.618
H -3.604 -1.878 -5.565
C -2.478 -4.989 0.488
C -1.455 2.139 -1.329
C 1.736 1.691 -4.064
H -0.761 -3.029 5.075
C -0.993 -1.146 1.410
H -4.311 4.534 0.004
H -2.371 2.432 -3.209
C -1.204 0.144 -3.284
C 0.753 2.265 -3.257
H 4.194 2.018 3.914
H 1.962 0.633 -3.980
O 0.392 -0.897 1.807
C -1.344 -4.589 -0.434
O -0.378 3.871 1.642
Pd 1.818 0.444 -0.544
C -1.890 -0.593 -5.481
H -0.137 -1.567 4.354
H 2.710 4.450 -5.764
H 0.536 1.287 3.247
C -1.177 -2.625 0.956
N -1.622 -3.308 1.998
C 3.720 2.700 3.209
C -1.031 0.138 -4.666
C 2.164 3.838 -5.059
C -2.613 3.370 0.538
C -3.473 3.444 -1.659
C 1.499 1.587 3.670
C -3.547 3.842 -0.324
H -3.962 -1.835 -3.115
C 1.386 -1.808 1.602
H 4.323 -4.085 0.813
N 0.904 2.301 0.676
H -0.602 0.025 -0.189
H 0.188 -1.601 -1.037
H 4.456 2.964 2.446
C -1.896 1.072 0.981
C -2.936 -1.314 -4.928
C 0.690 -3.402 3.580
C -1.742 -2.488 3.225
H -0.235 4.098 -2.692
H 0.862 4.092 3.283
H -3.378 -4.426 0.236
H -2.919 -4.813 2.606
N -1.339 -0.111 0.496
C -0.474 -2.578 4.126
H -1.644 -4.667 -1.478
C -2.586 1.104 2.128
H -2.606 3.716 1.560
H 2.741 -4.695 2.624
H 2.779 1.194 2.004
C 2.591 -3.785 2.051
H 1.913 0.722 4.191
C -1.876 -1.139 2.611
C 1.516 -2.958 2.375
N 2.247 -1.453 0.632
C -2.272 -0.577 -2.735
H 3.963 -1.975 -0.405
H -0.814 -2.508 -2.192
C -2.416 2.639 -2.147
C 0.504 3.632 -3.331
H 2.622 3.476 0.988
H -3.252 -0.119 3.826
H -2.628 -2.797 3.775
H 3.467 3.611 3.760
H -1.745 -0.582 -6.553
Cl 5.349 0.241 0.330
H -4.228 3.793 -2.357
H 1.018 5.479 -4.294
C -1.562 2.376 0.165
Cl 3.626 2.483 -1.436
H -0.241 0.713 -5.127
C 2.426 2.476 -4.974
P -0.119 1.113 -2.162
C -3.131 -1.295 -3.550
H -2.447 -0.572 -1.665
C 2.475 2.066 2.595
C 3.280 -2.268 0.375
C -0.229 2.837 0.809
Cl 4.565 -0.387 -2.832
H -0.465 -5.223 -0.291
Si 4.021 0.512 -1.133
N -0.949 -3.181 -0.206
C -0.192 -2.582 -1.303
C -2.079 -4.701 1.923
H 0.366 -4.427 3.393
C 0.950 4.135 2.203
C 1.215 4.417 -4.232
H 1.325 2.355 4.426
C -2.626 -0.098 2.942
H -3.079 1.990 2.485
```

***

(5)
# C3H3FO

C3H3FO as an isolated structure (ωB97M-V/def2-TZVPD, the OMol25 dataset).

Summary:
- LUMO energy (spin up / spin down) (eV) = -1.739 / -2.174
- highest occupied orbital energy (spin up / spin down) (eV) = -10.472 / -9.425
- HOMO-LUMO gap (spin up / spin down) (eV) = 8.7 / 7.3
- relative energy (zero: lowest compared OMol25 entry of this formula, charge and spin) (kcal/mol) = 112.1

```
8
C3H3FO, DFT ωB97M-V/def2-TZVPD
H -1.642 0.554 -1.539
C 0.319 0.296 0.769
H 0.901 0.433 1.791
C -0.410 -0.716 -0.032
O -0.182 1.302 -0.010
H -0.471 -1.730 -0.051
F 2.434 -0.448 -0.214
C -0.951 0.310 -0.714
```

***

(6)
# C47H71KNO2P3

C47H71KNO2P3 as an isolated structure (ωB97M-V/def2-TZVPD, the OMol25 dataset).

Summary:
- LUMO energy (eV) = 0.040
- highest occupied orbital energy (eV) = -5.366
- HOMO-LUMO gap (eV) = 5.4
- relative energy (zero: lowest compared OMol25 entry of this formula, charge and spin) (kcal/mol) = 15.8

```
125
C47H71KNO2P3, DFT ωB97M-V/def2-TZVPD
H -5.556 2.594 -1.890
H -2.232 0.225 -5.369
H -5.425 0.319 -1.510
C -2.015 -2.699 0.617
C 0.245 3.729 -0.588
C 0.152 -2.603 -2.593
C -2.815 -1.863 1.632
H 2.939 -0.316 -1.775
H 0.143 4.672 -1.129
C 2.692 6.274 3.326
C 4.222 -2.704 -0.288
C 1.532 -2.901 4.207
C 1.859 1.124 -3.927
H 2.528 7.209 2.802
H -0.504 0.494 -5.466
H 0.074 0.103 3.738
C -4.711 3.247 -1.732
H -0.755 1.978 -3.335
H -2.292 -0.981 2.010
H 4.889 -2.847 -1.137
H 2.817 -0.048 0.537
H 3.315 2.940 5.149
H 3.941 -0.299 -3.227
H 2.361 1.704 3.231
H -0.977 -2.684 3.062
C 3.135 3.873 4.629
H 1.795 5.151 1.773
H -2.471 1.603 -3.417
H 0.073 -1.456 5.009
H -4.444 0.872 2.303
C 2.013 -1.126 -4.980
H -2.324 -4.638 -0.357
H -3.329 -0.612 -3.409
C -1.511 1.261 -3.025
H 0.893 -2.425 6.210
H 0.392 1.511 3.180
C 1.128 -2.836 2.750
C 0.469 -2.989 0.008
H 1.089 1.427 -4.636
C -1.196 4.601 1.678
H -2.141 4.593 2.223
P 0.319 -0.751 -2.608
C 2.106 -2.934 1.778
H -0.503 -6.442 -2.781
H -5.458 4.702 -3.110
C -0.193 -2.779 2.326
C -2.400 -1.028 -3.010
C 0.142 -3.382 -1.416
H -3.778 -3.914 0.321
C 3.335 6.272 4.566
H -0.088 -5.343 -0.623
H -0.057 -2.686 -4.721
K -0.430 0.098 0.492
C 2.459 3.843 3.375
H -3.245 2.154 2.227
C -5.415 0.610 -0.460
C 3.766 7.488 5.165
C -0.324 -5.376 -2.745
C 1.993 2.641 2.830
H -0.467 -5.074 -4.870
H 2.598 -3.302 -1.531
C -0.541 -2.835 0.982
H -0.374 -3.134 5.229
H 2.334 -5.581 -0.608
H 1.105 3.818 0.078
P -3.773 1.250 0.024
H -1.758 5.629 -1.206
C 3.554 5.041 5.206
H -2.330 -2.069 -3.324
C -1.264 -0.160 -5.042
H 1.209 -0.945 -5.688
H -6.236 1.306 -0.280
H -3.059 -2.466 2.509
H -1.583 1.300 -1.935
H -5.599 -0.291 0.131
H 0.467 2.941 -1.307
H 1.743 1.711 -3.014
H 4.059 5.014 6.164
H -2.580 -4.638 1.390
H 2.334 1.309 1.039
H -3.555 6.256 -2.759
H 2.751 -4.684 3.902
C 2.272 5.101 2.748
H -1.153 -1.147 -5.484
O -0.121 0.683 2.997
H 4.025 -5.278 -0.996
C -2.709 -4.056 0.476
C -0.303 -4.618 -3.904
C -1.237 -0.171 -3.513
H 2.942 -0.789 -5.447
C -0.068 -3.260 -3.809
H 2.310 -4.382 5.583
C 2.924 -3.477 -0.506
H -2.062 -2.204 -0.356
C 3.041 -0.723 -2.778
H -1.050 5.597 1.256
N 4.116 8.473 5.653
C -3.600 5.312 -2.234
H 2.105 -2.201 -4.827
H 4.755 -3.046 0.601
C -4.661 4.445 -2.426
P -1.213 3.281 0.427
C 0.474 -2.447 5.205
H -3.758 -1.548 1.186
C -4.138 1.759 1.744
C 1.955 -4.329 4.555
H 1.111 -5.013 4.453
C -2.588 4.952 -1.358
H -0.391 4.390 2.384
C 1.836 -0.382 -3.653
H 1.570 2.647 1.832
H 3.184 -1.799 -2.713
H -4.937 2.501 1.801
C -3.702 2.876 -0.844
H -2.485 -0.997 -1.923
C 1.804 -3.074 0.428
H 3.478 -5.200 0.677
H 4.069 -1.630 -0.178
C 3.199 -4.974 -0.353
H 2.412 -2.256 4.314
H 2.827 1.380 -4.363
H 3.142 -2.991 2.090
C -0.097 -4.754 -1.532
C -2.611 3.742 -0.674
O 2.071 0.557 0.477
```

***

Question: Among the records above, which one has the lowest relative energy (zero: lowest compared OMol25 entry of this formula, charge and spin)?
Answer: C2H5NO2S3

***

Question: Which of these has the highest relative energy (zero: lowest compared OMol25 entry of this formula, charge and spin)?
Answer: C3H3FO

***

Question: Which of these has the highest relative energy (zero: lowest compared OMol25 entry of this formula, charge and spin)?
Answer: C3H3FO